# 1
C10H15NSi | the ωB97M-V functional and the def2-TZVPD basis

Properties
charge: 0
E_LUMO: 0.78 eV
maximum force: 5.34 eV/A
Kohn-Sham gap: 0.3404 Ha
energy relative to the best compared isomer or geometry (same formula, charge and spin): 40.9 kcal/mol

XYZ file:
```
27
Properties=species:S:1:pos:R:3:forces:R:3
C 2.25541 -1.54178 3.35746 -1.756 -1.127 0.932
C 2.49448 -2.16901 2.12757 -3.199 2.861 1.308
C 1.01820 -0.87626 3.64188 1.751 1.220 -0.947
C 1.47869 -1.91794 1.14801 4.584 -2.210 -1.412
C 0.13261 -0.58236 2.58588 2.029 -1.603 1.586
C 0.41423 -1.15620 1.37787 -3.967 0.676 -3.504
C -1.54072 0.68107 -1.03844 2.618 -0.604 -0.642
C -0.57607 1.41372 -1.63643 0.481 -0.173 0.498
C -0.81351 2.81634 -2.01427 0.211 1.787 -0.694
C 0.94349 1.04917 -1.78910 -1.601 0.463 0.935
N -2.65398 -1.86117 -0.12172 1.070 0.769 -0.959
Si -1.16453 -1.04528 -0.59111 1.568 -0.283 2.512
H 2.82096 -1.79719 4.26557 0.374 0.408 -0.691
H 3.42148 -2.61488 2.05166 1.537 -1.323 -0.951
H 1.04372 -0.32683 4.59686 -0.775 -0.542 -0.328
H 1.76508 -2.28577 0.12420 -0.805 0.234 0.913
H -0.74698 -0.06985 2.73134 -1.743 1.336 0.428
H -2.46379 1.10920 -0.80646 -1.441 0.701 0.082
H 0.05691 3.36022 -1.56943 -1.033 0.208 -0.116
H -0.65750 2.99192 -3.12071 -0.377 -0.298 0.960
H -1.80525 3.25282 -1.69226 1.166 -0.541 -0.371
H 1.53056 2.00490 -1.77205 -0.331 -1.048 0.816
H 1.16537 0.70275 -2.76081 0.002 -0.832 -1.279
H 1.18096 0.25323 -1.05251 0.462 0.853 -0.340
H -2.57503 -2.48421 0.65170 0.007 -0.530 0.446
H -2.94029 -2.36319 -0.95044 -0.541 -0.375 0.106
H -0.40326 -1.65090 -1.76483 -0.289 -0.031 0.710
```
Positions in Å, forces in eV/Å.

# 2
C10H16 | the ωB97M-V functional and the def2-TZVPD basis

Properties
⟨S²⟩: 0.760
multiplicity: 2
charge: -1
E_LUMO (spin up / spin down): 3.95 / 3.86 eV
maximum force: 1.44 eV/A
Kohn-Sham gap (spin up / spin down): 0.1131 / 0.2696 Ha
energy relative to the best compared isomer or geometry (same formula, charge and spin): 8.5 kcal/mol

XYZ file:
```
26
Properties=species:S:1:pos:R:3:forces:R:3
C -2.78656 -0.84155 -1.05508 0.493 0.424 0.173
C -3.67993 -1.85608 -0.33033 0.234 -0.227 0.191
C -1.45984 -0.64110 -0.35236 -0.175 0.023 0.566
C -1.35252 0.30758 0.64250 -0.056 0.381 -0.151
C -0.34309 -1.49411 -0.57251 1.062 -0.191 -0.635
C -0.16274 0.52547 1.38482 0.328 -0.254 0.377
C 0.86785 -1.31290 0.17931 -1.087 0.010 -0.221
C 0.93111 -0.38309 1.18293 0.298 -0.352 -0.163
H -2.62709 -1.14506 -2.09433 0.025 -0.092 -0.044
H -3.22548 0.15671 -1.10176 -0.439 -0.054 0.058
H -3.42075 -1.84924 0.72845 -0.011 0.018 0.051
H -2.19085 0.97154 0.87108 -0.056 -0.185 -0.199
H -0.24212 -2.13625 -1.44744 -0.472 0.009 -0.016
H -0.14507 1.21860 2.21946 -0.059 0.008 -0.096
H 1.68830 -1.96286 -0.11117 0.208 0.062 0.404
H 1.82457 -0.38346 1.80487 -0.098 0.331 0.017
H -3.46578 -2.86588 -0.69496 -0.147 0.027 0.026
H -4.75321 -1.66724 -0.38548 -0.055 0.055 -0.329
C 3.45469 1.80612 0.53554 0.120 -0.311 0.727
C 2.67028 2.04650 -0.73383 0.377 0.274 -1.365
H 2.78337 1.85661 1.38147 -0.162 0.262 0.343
H 3.90063 0.81649 0.64299 -0.100 -0.148 -0.429
H 4.27613 2.50601 0.70975 -0.140 0.177 -0.185
H 2.90949 1.35634 -1.53571 0.216 -0.566 0.030
H 2.96349 2.99366 -1.20863 -0.371 0.172 0.390
H 1.58515 1.97720 -0.65958 0.064 0.146 0.481
```
Positions in Å, forces in eV/Å.

# 3
C10H16 | the ωB97M-V functional and the def2-TZVPD basis

Properties
⟨S²⟩: 0.758
multiplicity: 2
charge: -1
E_LUMO (spin up / spin down): 4.02 / 3.76 eV
maximum force: 5.46 eV/A
Kohn-Sham gap (spin up / spin down): 0.1200 / 0.2915 Ha
energy relative to the best compared isomer or geometry (same formula, charge and spin): 81.9 kcal/mol

XYZ file:
```
26
Properties=species:S:1:pos:R:3:forces:R:3
C 0.97446 2.13936 1.69158 0.067 2.830 0.718
C 1.53402 2.85441 0.39842 -2.376 -4.498 1.246
H 0.93006 2.98149 2.51290 -0.479 -1.654 -1.348
H 0.04187 1.63613 1.56193 -1.014 0.192 -0.241
H 1.54995 1.37078 2.15184 1.262 -0.489 -0.097
H 2.02153 3.63908 0.71773 2.653 4.272 1.268
H 0.81670 3.10280 -0.31976 -1.547 0.549 -0.713
H 2.17389 2.21461 -0.11410 1.414 -1.213 -0.850
C 0.86736 -1.49457 0.29036 0.911 3.360 0.677
C 1.39564 -2.89787 0.36416 0.216 -1.848 -1.728
C -0.46914 -1.23412 -0.22826 -2.026 1.107 -2.114
C -1.58393 -0.66640 0.45537 -0.393 0.556 -3.438
C -0.60955 -0.95235 -1.62421 1.611 -0.591 -1.181
C -2.66701 0.00384 -0.18891 2.167 -1.530 2.556
C -1.68579 -0.31509 -2.21582 2.677 0.722 -2.520
C -2.71277 0.27883 -1.51598 2.844 -3.310 0.867
H 0.91115 -0.87070 1.18944 0.046 -0.783 0.925
H 1.54439 -0.71118 -0.29141 -0.364 -1.887 0.196
H 1.50655 -3.43761 1.35175 -0.827 0.870 -0.762
H -1.59132 -1.07410 1.37225 -1.056 -0.431 3.869
H 0.32821 -1.21132 -2.18877 -1.229 0.201 -0.114
H -3.51008 0.07657 0.39129 -1.937 0.873 1.621
H -1.60341 0.02941 -3.31596 0.076 -1.005 1.559
H -3.20016 0.87989 -2.10596 -3.758 3.355 -2.100
H 2.51926 -2.86550 0.01774 -2.026 -0.551 -0.111
H 0.51813 -3.47641 -0.35760 3.089 0.906 1.813
```
Positions in Å, forces in eV/Å.

# 4
C10H16 | the ωB97M-V functional and the def2-TZVPD basis

Properties
charge: 0
E_LUMO: 0.99 eV
maximum force: 6.26 eV/A
Kohn-Sham gap: 0.3544 Ha
structure (SMILES): CCc1ccccc1.CC
energy relative to the best compared isomer or geometry (same formula, charge and spin): 86.1 kcal/mol

XYZ file:
```
26
Properties=species:S:1:pos:R:3:forces:R:3
C -1.16317 0.93969 2.74838 -1.397 3.924 1.984
C 0.22631 1.35973 3.32623 0.307 1.530 -2.960
H -1.47793 1.89370 2.14958 0.258 -2.015 0.667
H -1.15654 0.09402 2.10549 -0.055 -0.469 -0.073
H -1.98021 0.87717 3.58344 1.475 -0.238 -1.545
H 0.39633 2.51001 3.44727 -0.484 -1.946 -0.926
H 0.98562 0.88645 2.64989 -0.310 0.996 0.331
H 0.53360 1.05844 4.24981 0.068 -1.533 2.792
C -1.76765 -0.06209 -0.74897 1.928 4.845 3.465
C -1.78119 1.49774 -0.97286 2.261 0.846 4.399
C -0.27486 -0.26566 -0.82210 -3.009 -1.424 -3.100
C 0.05430 -1.11635 0.14119 4.047 0.233 2.338
C 0.43822 -0.05697 -2.06446 -3.072 0.981 1.085
C 1.37099 -1.53135 0.10455 1.641 -3.169 -0.271
C 1.68537 -0.62249 -2.15131 0.062 1.589 -1.786
C 2.14101 -1.34542 -1.07277 1.359 -1.187 2.180
H -2.26610 -0.42311 0.23180 0.909 0.675 -1.841
H -2.15564 -0.44814 -1.56194 -2.412 -2.454 -3.728
H -2.12396 1.83021 -1.88581 -1.188 0.754 -1.794
H -0.39279 -1.07383 1.11760 -0.769 -0.854 -0.237
H -0.21268 0.57031 -2.84384 2.202 -1.500 1.422
H 1.70054 -2.33402 0.88362 -0.121 1.893 -1.299
H 2.26577 -0.35300 -3.07202 -0.208 -0.841 1.069
H 3.16834 -1.77602 -1.03869 -0.905 0.412 -0.351
H -0.65619 1.87708 -0.87690 -2.353 -0.634 -0.430
H -2.20420 2.02972 -0.06659 -0.234 -0.415 -1.394
```
Positions in Å, forces in eV/Å.

# 5
C10H16 | the ωB97M-V functional and the def2-TZVPD basis

Properties
charge: 0
E_LUMO: 0.98 eV
maximum force: 4.29 eV/A
Kohn-Sham gap: 0.3651 Ha
structure (SMILES): CCc1ccccc1.CC
energy relative to the best compared isomer or geometry (same formula, charge and spin): 55.8 kcal/mol

XYZ file:
```
26
Properties=species:S:1:pos:R:3:forces:R:3
C -0.74227 -1.20835 -1.38057 1.058 4.115 -0.583
C -0.76802 -0.47101 -2.78489 3.732 -0.516 0.434
C 0.50860 -0.89551 -0.61953 1.996 2.592 -1.327
C 1.35898 0.15502 -1.13160 -2.821 -1.279 -0.556
C 0.92082 -1.50923 0.52560 1.932 1.406 -0.200
C 2.39886 0.62785 -0.44281 1.968 3.354 -0.087
C 2.10603 -1.04875 1.21326 -2.200 -0.887 -0.744
C 2.73740 0.12699 0.78962 1.986 -2.583 2.409
H -1.51924 -0.76877 -0.77970 -0.846 -0.522 0.270
H -0.71910 -2.23019 -1.45468 -0.960 -2.549 -0.549
H -1.20172 -1.14482 -3.41597 -1.568 -1.637 -1.969
H 1.06030 0.60335 -2.07971 0.499 0.119 0.657
H 0.35259 -2.35226 0.75667 -0.524 -1.442 1.216
H 2.92006 1.56215 -0.84636 -0.524 -1.525 0.599
H 2.38288 -1.73601 2.02370 0.396 0.985 -0.019
H 3.67222 0.34521 1.40745 -1.392 0.427 -1.247
H 0.34864 -0.42753 -3.20677 -2.546 -0.199 0.721
H -1.19780 0.50418 -2.99634 -0.153 0.091 0.927
C -1.25029 0.75456 1.86051 0.742 2.177 -2.976
C -2.45222 1.67203 1.78518 -0.926 1.879 2.195
H -0.43098 1.15578 1.19293 -0.660 -0.289 0.759
H -0.79480 0.52832 2.74948 0.687 -0.062 2.652
H -1.46728 -0.16082 1.43914 -0.623 -2.135 -1.036
H -3.45941 1.08872 1.84064 1.731 1.340 0.031
H -2.40724 2.32312 0.88799 -0.303 -0.747 0.273
H -2.35702 2.50596 2.66675 -0.682 -2.114 -1.850
```
Positions in Å, forces in eV/Å.

# 6
C10H16 | the ωB97M-V functional and the def2-TZVPD basis

Properties
charge: 0
E_LUMO: 0.87 eV
maximum force: 3.37 eV/A
Kohn-Sham gap: 0.3634 Ha
structure (SMILES): CCc1ccccc1.CC
energy relative to the best compared isomer or geometry (same formula, charge and spin): 32.7 kcal/mol

XYZ file:
```
26
Properties=species:S:1:pos:R:3:forces:R:3
C -1.69255 -0.02988 -0.27252 0.796 3.264 -0.278
C -2.89547 -0.96087 -0.42655 0.519 0.669 -0.048
C -0.47449 -0.57037 0.42193 -0.195 -0.184 -0.851
C -0.12406 -0.22184 1.69381 0.558 -1.328 1.237
C 0.32790 -1.50205 -0.28683 -0.967 -0.049 1.221
C 0.78445 -1.05642 2.42172 -1.442 1.317 0.274
C 1.16425 -2.30833 0.44547 0.923 0.001 0.181
C 1.32461 -2.15908 1.85457 0.240 -0.607 -1.875
H -1.26933 0.44172 -1.18642 -0.623 -1.186 -0.591
H -1.90211 0.98238 0.12683 -0.590 -0.689 0.912
H -3.13845 -1.41304 0.53590 0.587 -0.759 -0.218
H -0.65726 0.50339 2.29857 -0.104 0.174 -0.396
H 0.07810 -1.65689 -1.32727 0.387 -0.144 -0.141
H 0.83302 -0.80415 3.46889 0.449 -0.282 0.254
H 1.82412 -3.01653 -0.05021 -0.405 -0.211 -0.017
H 1.84814 -2.97038 2.34105 0.242 0.418 0.432
H -2.56655 -1.58344 -1.25910 -0.762 -0.884 0.450
H -3.85920 -0.49856 -0.65007 0.400 0.506 -0.564
C 0.95743 3.03306 -2.81631 -0.480 -0.154 -0.100
C 1.07832 3.86622 -1.54062 0.177 -0.493 0.709
H 1.27372 3.44289 -3.77442 0.645 0.506 0.332
H 1.55537 2.14137 -2.61429 -0.544 -0.305 -0.540
H -0.09762 2.82953 -3.05178 0.267 -0.507 0.415
H 0.22298 3.70432 -0.87899 -0.243 0.217 -0.306
H 1.22917 4.92684 -1.66276 -0.005 0.320 -0.145
H 1.88520 3.46123 -0.91384 0.169 0.388 -0.349
```
Positions in Å, forces in eV/Å.